Entry 1:
21
Properties=species:S:1:pos:R:3 method="wB97M-V/def2-TZVPD" lumo_energy_ev="3.36 / 3.36" molar_mass_da=193.19 total_energy_ev=-32545.89212 charge=-1 max_force_ev_per_a=6.4 e_homo_ev="-3.85 / -3.85"
C -2.93 1.45 -1.64
C -0.87 -2.23 1.57
C 0.36 1.66 -2.12
C -0.23 -0.87 1.26
C 0.22 1.24 -0.61
N -3.09 0.13 -1.30
N -2.48 -0.84 -1.00
O -2.88 1.84 -2.80
O 0.68 -1.36 -1.51
P -0.17 -0.59 -0.62
S -3.20 2.24 -0.10
H -1.82 -2.32 1.06
H -0.16 -2.98 1.23
H -1.23 -2.44 2.60
H 0.72 2.65 -2.34
H 1.07 1.09 -2.69
H -0.70 1.59 -2.50
H 0.76 -0.86 1.67
H -0.80 0.07 1.61
H -0.60 1.59 -0.20
H 1.21 1.50 -0.09



Entry 2:
9
Properties=species:S:1:pos:R:3 method="wB97M-V/def2-TZVPD" lumo_energy_ev=4.21 molar_mass_da=128.07 total_energy_ev=-27806.72840 charge=-1 max_force_ev_per_a=2.4 e_homo_ev=-4.61 smiles="NPS(=O)(=O)[O-]"
N -0.22 1.25 -0.94
P 0.74 -0.13 -1.22
S 0.28 -0.76 0.87
O 0.75 -2.07 1.22
O -1.21 -0.71 0.79
O 0.96 0.27 1.65
H -0.94 0.97 -0.34
H 0.13 1.99 -0.35
H -0.50 -0.82 -1.69



Entry 3:
13
Properties=species:S:1:pos:R:3 method="wB97M-V/def2-TZVPD" lumo_energy_ev=0.53 molar_mass_da=94.11 total_energy_ev=-8361.61929 max_force_ev_per_a=5.5 e_homo_ev=-8.61 smiles="C1=CC=COC=C1"
C -0.71 -1.27 -0.38
C -1.09 -0.64 0.77
C -0.90 0.91 1.08
C 0.21 1.54 0.75
O 1.47 1.00 0.16
C 1.29 0.23 -0.98
C 0.51 -0.81 -1.25
H -0.77 -2.49 -0.19
H -1.62 -1.42 1.57
H -1.76 1.61 1.53
H 0.31 2.70 0.76
H 2.41 0.16 -1.70
H 0.67 -1.51 -2.10



Entry 4:
10
Properties=species:S:1:pos:R:3 method="wB97M-V/def2-TZVPD" lumo_energy_ev=-2.74 molar_mass_da=110.08 total_energy_ev=-11145.51287 max_force_ev_per_a=10.1 e_homo_ev=-10.77 smiles="O=c1ncncnn1"
O -1.73 -0.69 1.12
C -1.19 -0.54 -0.06
N -0.23 -1.46 -0.79
C 0.94 -0.96 -0.26
N 1.18 0.05 0.67
C 0.40 1.15 0.30
N -0.52 1.40 -0.50
N -1.52 0.59 -0.71
H 1.87 -1.57 -0.42
H 0.80 2.02 0.65



Entry 5:
31
Properties=species:S:1:pos:R:3 method="wB97M-V/def2-TZVPD" lumo_energy_ev=-5.17 molar_mass_da=424.06 total_energy_ev=-97655.32250 charge=+1 max_force_ev_per_a=0.6 e_homo_ev=-10.02
Br 1.98 -1.14 -0.02
N 1.23 0.51 0.20
C -0.10 0.66 0.24
N -1.00 -0.31 0.11
C -2.16 0.28 0.19
N -2.06 1.58 0.37
N -0.71 1.85 0.41
I 0.08 3.70 0.64
H 1.83 1.31 0.31
H -3.12 -0.21 0.13
H -2.77 2.30 0.45
N -5.29 1.41 -0.26
C -5.37 2.36 0.73
C -5.69 3.55 0.15
C -5.80 3.32 -1.25
C -5.56 1.99 -1.47
H -5.12 0.43 -0.13
H -5.22 2.09 1.77
H -5.85 4.48 0.66
H -6.06 4.05 -2.01
H -5.57 1.41 -2.38
N 5.32 -2.90 0.27
C 5.42 -3.89 -0.67
C 6.66 -4.46 -0.54
C 7.33 -3.78 0.51
C 6.48 -2.82 1.00
H 4.52 -2.31 0.41
H 4.61 -4.11 -1.34
H 7.05 -5.26 -1.14
H 8.33 -3.97 0.88
H 6.60 -2.10 1.79



Entry 6:
31
Properties=species:S:1:pos:R:3 method="wB97M-V/def2-TZVPD" lumo_energy_ev="-2.84 / -7.04" molar_mass_da=197.26 total_energy_ev=-17708.69182 spin_multiplicity=3 charge=+1 max_force_ev_per_a=9.6 s2=2.0057 e_homo_ev="-9.06 / -12.37"
C -0.94 0.36 2.12
C -0.44 -0.87 2.35
C 0.31 -0.22 0.44
C -1.71 1.51 2.69
C -1.32 2.59 1.71
C -0.98 1.99 0.39
C -0.70 -1.87 -1.68
C 1.26 -1.09 -3.22
C 1.13 -0.19 -0.83
C 0.85 -1.43 -1.84
N -0.47 0.73 0.83
N 2.60 0.10 -0.51
O 0.38 -1.20 1.24
O -0.68 -1.74 3.29
H -2.76 1.30 2.83
H -1.37 1.89 3.71
H -2.13 3.34 1.63
H -0.42 3.08 1.97
H -1.85 1.85 -0.25
H -0.28 2.67 -0.20
H -1.32 -1.15 -2.10
H -0.87 -2.84 -2.03
H -0.87 -1.69 -0.65
H 0.70 -0.32 -3.60
H 1.11 -1.92 -3.84
H 2.29 -0.75 -3.25
H 0.77 0.71 -1.46
H 1.50 -2.28 -1.49
H 3.03 -0.89 -0.57
H 3.18 0.82 -0.99
H -0.01 -2.48 3.31



Entry 7:
31
Properties=species:S:1:pos:R:3 method="wB97M-V/def2-TZVPD" lumo_energy_ev="0.36 / 0.33" molar_mass_da=242.42 total_energy_ev=-62938.05480 spin_multiplicity=4 max_force_ev_per_a=4.7 s2=3.7565 e_homo_ev="-9.19 / -8.95"
Co 12.41 -1.71 -16.26
B 13.13 -0.63 -14.55
H 13.63 -1.51 -14.17
H 13.17 0.14 -13.80
H 13.54 -0.28 -15.49
H 12.08 -0.85 -14.63
Cl 10.45 -1.63 -17.47
C 10.70 -3.73 -14.31
O 11.84 -3.31 -15.00
C 12.87 -4.20 -14.81
C 13.57 -4.46 -16.14
N 13.94 -3.15 -16.58
C 13.94 -3.17 -18.03
C 14.59 -1.80 -18.40
O 13.70 -0.78 -17.93
C 13.97 0.54 -18.41
H 10.85 -3.93 -13.25
H 10.32 -4.55 -14.92
H 9.94 -2.95 -14.35
H 12.65 -5.19 -14.41
H 13.53 -3.70 -14.09
H 12.86 -4.78 -16.89
H 14.51 -5.00 -16.18
H 14.91 -3.04 -16.32
H 12.92 -3.23 -18.40
H 14.59 -3.95 -18.42
H 14.55 -1.81 -19.49
H 15.62 -1.65 -18.07
H 14.16 0.63 -19.48
H 14.76 1.07 -17.88
H 13.07 1.09 -18.14



Entry 8:
77
Properties=species:S:1:pos:R:3 method="wB97M-V/def2-TZVPD" lumo_energy_ev="0.57 / 0.49" molar_mass_da=600.40 total_energy_ev=-85432.59088 spin_multiplicity=2 max_force_ev_per_a=0.5 s2=0.8394 e_homo_ev="-7.77 / -7.22"
Co -0.46 0.10 0.69
C 2.36 -2.11 0.52
C 2.41 -0.83 -0.25
C 3.38 -0.41 -1.17
C 2.97 0.83 -1.60
C 3.59 1.76 -2.59
N 1.82 1.12 -0.95
N 1.47 0.10 -0.14
B 0.87 2.30 -1.04
N 0.61 2.86 0.38
N -0.03 2.10 1.30
C -0.18 2.84 2.39
C -0.88 2.30 3.60
C 0.38 4.11 2.18
C 0.87 4.08 0.89
C 1.56 5.16 0.12
N -0.50 1.84 -1.61
N -1.33 1.09 -0.83
C -2.57 1.33 -1.23
C -3.80 0.87 -0.52
C -2.55 2.20 -2.33
C -1.23 2.51 -2.53
C -0.62 3.42 -3.54
H 2.93 -2.04 1.45
H 1.33 -2.37 0.75
H 2.79 -2.92 -0.07
H 4.26 -0.95 -1.48
H 4.52 1.33 -2.96
H 2.93 1.94 -3.44
H 3.82 2.73 -2.14
H 1.33 3.16 -1.74
H -1.41 1.38 3.34
H -0.19 2.08 4.41
H -1.61 3.03 3.97
H 0.41 4.94 2.87
H 1.68 6.04 0.75
H 2.54 4.84 -0.23
H 0.98 5.45 -0.76
H -3.57 0.47 0.46
H -4.47 1.72 -0.40
H -4.34 0.10 -1.08
H -3.40 2.57 -2.88
H -1.38 3.72 -4.26
H -0.20 4.32 -3.08
H 0.19 2.92 -4.08
C 1.73 -0.47 4.24
C 0.94 -1.39 4.93
C -0.18 -1.91 4.31
C -0.51 -1.51 3.02
N 0.25 -0.60 2.38
C 1.34 -0.10 2.97
C -1.62 -2.01 2.20
C -2.35 -3.16 2.55
C -3.28 -3.66 1.66
C -3.46 -3.04 0.43
C -2.73 -1.90 0.11
C -1.82 -1.32 1.00
H 2.62 -0.05 4.68
H 1.20 -1.70 5.93
H -0.81 -2.63 4.83
H 1.90 0.61 2.38
H -2.17 -3.67 3.49
H -3.85 -4.55 1.92
H -4.17 -3.45 -0.28
H -2.86 -1.46 -0.87
C 0.90 -4.04 -4.50
O 0.35 -2.85 -3.94
C 0.05 -2.78 -2.62
O -0.21 -1.73 -2.12
N 0.06 -4.01 -1.99
N -0.28 -4.04 -0.63
H 1.27 -3.76 -5.48
H 0.14 -4.81 -4.62
H 1.72 -4.42 -3.89
H -0.25 -4.79 -2.56
H 0.12 -4.86 -0.21
H -1.28 -4.00 -0.48



Entry 9:
9
Properties=species:S:1:pos:R:3 method="wB97M-V/def2-TZVPD" lumo_energy_ev=2.98 molar_mass_da=225.03 total_energy_ev=-25163.73482 charge=-1 max_force_ev_per_a=3.5 e_homo_ev=-2.65 smiles=[S-]c1cocc1I
S 1.18 2.34 -0.01
C 0.29 0.89 0.05
C -1.04 0.75 -0.04
O -1.42 -0.57 -0.06
C -0.28 -1.31 0.04
C 0.79 -0.43 0.11
I 2.91 -0.65 -0.01
H -1.92 1.42 -0.27
H -0.51 -2.43 0.20



Entry 10:
52
Properties=species:S:1:pos:R:3 method="wB97M-V/def2-TZVPD" lumo_energy_ev=1.34 molar_mass_da=462.47 total_energy_ev=-57630.08066 charge=-1 max_force_ev_per_a=0.7 e_homo_ev=-3.45
Li 0.34 0.50 0.54
C 3.66 -0.39 4.09
C 2.17 -0.53 4.13
C 1.50 -1.58 4.67
C 0.08 -1.55 4.62
N -0.60 -0.56 4.10
C 0.06 0.48 3.52
S -0.68 1.72 2.68
N 1.44 0.47 3.59
C -0.71 -2.69 5.16
H 4.13 -1.33 4.38
H 3.98 0.39 4.77
H 3.99 -0.13 3.09
H 2.03 -2.42 5.09
H 1.89 1.23 3.11
H -0.11 -3.34 5.80
H -1.07 -3.28 4.32
H -1.58 -2.32 5.71
C -1.53 -1.26 -2.40
Si -0.49 0.31 -2.59
C 1.31 -0.24 -2.84
C -1.00 1.01 -4.29
C -0.64 1.35 -1.14
H -1.38 -1.96 -3.23
H -2.59 -1.01 -2.37
H -1.29 -1.78 -1.47
H 1.49 -0.67 -3.83
H 1.59 -0.99 -2.10
H 1.98 0.62 -2.72
H -0.86 0.30 -5.11
H -0.43 1.92 -4.52
H -2.06 1.30 -4.27
H -1.65 1.46 -0.72
H -0.15 2.33 -1.18
O 6.03 -4.62 1.69
N 5.91 -3.52 1.18
O 6.83 -2.90 0.67
C 4.59 -2.92 1.14
C 3.52 -3.59 1.71
C 2.27 -3.03 1.68
C 1.97 -1.74 1.10
O 0.84 -1.22 1.08
C 3.17 -1.10 0.57
C 4.42 -1.67 0.57
N 3.11 0.28 0.07
O 2.19 1.00 0.44
O 4.00 0.66 -0.64
N 1.20 -3.81 2.31
O 0.07 -3.65 1.94
O 1.53 -4.59 3.20
H 3.66 -4.55 2.18
H 5.25 -1.14 0.14



Entry 11:
11
Properties=species:S:1:pos:R:3 method="wB97M-V/def2-TZVPD" lumo_energy_ev="-0.62 / -0.63" molar_mass_da=125.99 total_energy_ev=-29721.21498 max_force_ev_per_a=2.3 e_homo_ev="-9.16 / -9.63"
C 1.16 0.60 -0.45
C 2.13 -0.08 0.04
C -1.88 0.23 0.09
N -1.11 -0.81 -0.55
Cl 3.80 0.39 0.19
Cl -0.77 -2.12 0.47
H 0.82 1.56 -0.85
H 2.03 -1.11 0.40
H -2.31 0.95 -0.59
H -2.61 -0.41 0.54
H -1.24 0.79 0.71



Entry 12:
132
Properties=species:S:1:pos:R:3 method="wB97M-V/def2-TZVPD" lumo_energy_ev=3.77 molar_mass_da=866.10 total_energy_ev=-99462.17637 charge=-2 max_force_ev_per_a=3.5 e_homo_ev=-3.89
N -1.17 4.10 -2.84
S -1.32 4.58 -1.32
O -2.45 4.06 -0.61
O -0.91 5.92 -1.02
F -0.12 3.72 -0.71
S -2.21 5.21 -3.53
O -1.61 6.47 -3.82
O -3.57 5.11 -3.10
F -2.25 4.50 -4.96
N 0.78 0.38 -0.56
O 0.60 0.96 0.54
O 1.43 -0.71 -0.58
O 0.30 0.84 -1.58
C 1.81 -2.92 2.54
C 1.77 -1.54 3.12
C 2.01 -1.59 4.63
O 2.06 -0.28 5.14
C 1.96 -0.19 6.53
N 2.75 -0.67 2.42
H 2.75 -3.42 2.79
H 1.70 -2.89 1.46
H 0.98 -3.53 2.92
H 0.79 -1.06 3.01
H 2.88 -2.21 4.89
H 1.13 -2.11 5.06
H 0.94 -0.45 6.86
H 2.27 0.80 6.84
H 2.64 -0.92 7.00
H 2.83 0.18 2.96
H 2.25 -0.38 1.57
C -4.97 1.38 -2.67
C -3.77 1.03 -1.81
C -3.71 -0.45 -1.52
O -2.53 -0.83 -0.84
C -2.51 -0.43 0.50
N -2.52 1.46 -2.52
H -5.88 0.84 -2.40
H -4.79 1.14 -3.72
H -5.16 2.46 -2.64
H -3.86 1.62 -0.89
H -3.78 -1.01 -2.46
H -4.58 -0.77 -0.91
H -2.52 0.66 0.58
H -1.62 -0.84 0.97
H -3.40 -0.81 1.03
H -1.83 1.23 -1.79
H -2.66 2.47 -2.52
C -1.11 -4.28 0.73
C -0.98 -4.21 -0.79
C -2.28 -4.52 -1.47
O -2.64 -5.88 -1.23
C -3.96 -6.14 -1.58
N -0.57 -2.91 -1.26
H -0.17 -4.14 1.26
H -1.57 -5.24 1.03
H -1.82 -3.51 1.06
H -0.24 -4.95 -1.14
H -2.18 -4.35 -2.55
H -3.09 -3.87 -1.09
H -4.19 -5.88 -2.63
H -4.66 -5.59 -0.95
H -4.15 -7.22 -1.52
H 0.20 -2.46 -0.76
H -1.31 -2.21 -1.12
C 3.72 5.41 0.46
C 4.02 4.11 1.20
C 3.25 4.04 2.51
O 3.57 2.81 3.12
C 3.24 2.74 4.49
N 3.74 2.97 0.30
H 4.03 6.29 1.03
H 2.66 5.51 0.25
H 4.24 5.40 -0.50
H 5.09 4.09 1.45
H 2.16 4.09 2.32
H 3.53 4.88 3.17
H 2.21 3.08 4.66
H 3.93 3.40 5.04
H 3.42 1.71 4.77
H 2.75 3.03 0.03
H 3.75 2.14 0.89
C -0.45 1.52 4.37
C -1.59 1.72 3.39
C -2.89 2.12 4.03
O -3.35 1.19 5.01
C -3.92 0.04 4.43
N -1.14 2.75 2.40
H 0.51 1.42 3.86
H -0.60 0.70 5.06
H -0.36 2.44 4.96
H -1.73 0.81 2.77
H -3.66 2.36 3.29
H -2.69 3.06 4.56
H -4.16 -0.63 5.26
H -3.24 -0.47 3.75
H -4.86 0.28 3.92
H -1.82 2.83 1.65
H -0.36 2.24 1.98
C -2.21 -2.65 -5.18
C -1.51 -1.31 -5.36
C -2.49 -0.28 -5.85
O -1.86 0.90 -6.24
C -2.77 1.88 -6.61
N -0.79 -0.80 -4.19
H -1.60 -3.38 -4.65
H -2.48 -3.05 -6.17
H -3.16 -2.58 -4.64
H -0.77 -1.39 -6.17
H -3.25 -0.11 -5.07
H -3.04 -0.72 -6.71
H -3.45 2.14 -5.78
H -3.41 1.54 -7.44
H -2.23 2.78 -6.88
H -1.47 -0.76 -3.42
H -0.20 -1.55 -3.82
C 6.35 -1.21 -2.15
C 4.91 -1.51 -1.78
C 4.80 -2.10 -0.38
O 5.44 -3.35 -0.32
C 5.22 -3.97 0.91
N 4.05 -0.35 -1.97
H 6.91 -2.14 -2.22
H 6.88 -0.63 -1.37
H 6.41 -0.66 -3.08
H 4.60 -2.34 -2.43
H 3.75 -2.17 -0.05
H 5.27 -1.43 0.36
H 4.14 -4.15 1.05
H 5.54 -3.33 1.75
H 5.78 -4.90 0.94
H 4.34 0.37 -1.30
H 3.11 -0.59 -1.66



Entry 13:
11
Properties=species:S:1:pos:R:3 method="wB97M-V/def2-TZVPD" lumo_energy_ev="-6.15 / -8.63" molar_mass_da=81.10 total_energy_ev=-7193.61637 spin_multiplicity=3 charge=+1 max_force_ev_per_a=6.3 s2=2.0169 e_homo_ev="-13.78 / -16.03"
C -0.35 0.05 -0.06
C -1.69 -0.22 0.28
C 1.78 -0.40 0.03
C 0.78 -0.61 -1.06
N -2.73 0.00 -0.40
N 0.75 0.54 0.35
H -1.61 -0.66 1.28
H 1.67 -1.21 0.84
H 2.87 -0.03 -0.14
H 1.07 -0.59 -2.07
H -3.53 -0.29 0.09



Entry 14:
13
Properties=species:S:1:pos:R:3 method="wB97M-V/def2-TZVPD" lumo_energy_ev=-3.96 molar_mass_da=92.10 total_energy_ev=-9364.63621 charge=+1 max_force_ev_per_a=3.2 e_homo_ev=-12.06
C 1.93 -0.24 -0.12
C 1.81 1.05 -0.12
N 2.03 -1.42 -0.11
N -1.14 -0.66 -0.41
N -1.90 0.30 0.37
F 0.86 1.71 0.59
H 2.28 1.83 -0.66
H -1.18 -0.63 -1.40
H 2.57 -2.07 0.38
H -1.29 -1.62 -0.15
H -1.18 0.81 1.04
H -2.08 0.96 -0.35
H -2.70 -0.02 0.94